Density functional theory data (ωB97M-V with the def2-TZVPD basis set) for a molecular structure, C3H12N6O3Tl.

Total charge: +3
Strongest force on any atom (eV/Å): 5.7
Energy relative to the best compared isomer or geometry (same formula, charge and spin) (kJ/mol): 294.2
HOMO level (eV): -19.37
Electronic energy (Eh): -847.024013

The geometry in XYZ format:
```
25
C3H12N6O3Tl, DFT ωB97M-V with the def2-TZVPD basis set
Tl -8.012 -26.498 3.412
C -7.533 -23.504 5.962
O -7.859 -24.674 5.670
N -6.888 -22.787 5.054
N -7.779 -22.931 7.095
H -6.727 -23.093 4.105
H -6.528 -21.875 5.296
H -8.235 -23.443 7.836
H -7.641 -21.938 7.221
C -11.544 -24.780 3.699
O -10.317 -24.712 3.867
N -12.199 -25.818 3.359
N -12.372 -23.820 3.987
H -13.161 -25.771 3.663
H -11.711 -26.689 3.207
H -11.949 -22.956 4.295
H -13.348 -24.024 4.145
C -4.703 -26.747 0.935
O -5.689 -27.021 1.606
N -4.032 -27.597 0.284
N -4.485 -25.560 0.571
H -3.069 -27.300 0.225
H -4.240 -28.585 0.253
H -3.495 -25.383 0.472
H -5.097 -24.948 1.091
```

Charges obtained by natural (NBO) population analysis, quoted in units of e: atom 1 (Tl): 1.117, atom 2 (C): 0.744, atom 3 (O): -0.530, atom 4 (N): -0.693, atom 5 (N): -0.699, atom 6 (H): 0.416, atom 7 (H): 0.432, atom 8 (H): 0.452, atom 9 (H): 0.439, atom 10 (C): 0.732, atom 11 (O): -0.522, atom 12 (N): -0.652, atom 13 (N): -0.636, atom 14 (H): 0.428, atom 15 (H): 0.427, atom 16 (H): 0.441, atom 17 (H): 0.435, atom 18 (C): 0.724, atom 19 (O): -0.528, atom 20 (N): -0.616, atom 21 (N): -0.630, atom 22 (H): 0.423, atom 23 (H): 0.459, atom 24 (H): 0.426, atom 25 (H): 0.411